(1)
The following is a DFT calculation (ωB97M-V/def2-TZVPD) of an isolated molecule of C7H14 in a non-equilibrium geometry.

Geometry as XYZ:
```
21
C7H14, DFT ωB97M-V/def2-TZVPD
C -0.501 1.425 -1.530
C -0.186 0.485 -0.574
C -1.285 -0.074 0.443
C -2.674 0.267 -0.011
C 1.211 0.493 -0.171
C 1.675 -0.992 0.050
C 1.798 -1.453 1.450
H 0.268 1.577 -2.312
H -1.281 2.148 -1.524
H -1.212 -1.285 0.288
H -1.113 0.436 1.443
H -2.765 1.379 0.119
H -3.498 0.178 0.760
H -2.818 -0.117 -1.015
H 1.825 1.110 -0.916
H 1.503 0.999 0.780
H 0.903 -1.573 -0.592
H 2.654 -1.180 -0.518
H 2.105 -2.516 1.646
H 2.474 -0.676 1.944
H 0.731 -1.385 1.954
```

Highest occupied orbital energy   -8.583 eV
Structure (SMILES)   C=C(CC)CCC

How is the electron density shared among the atoms? According to Mulliken, the charges in e are: -0.95, 0.28, 0.16, -1.48, -0.50, -0.47, -1.02, 0.29, 0.26, 0.16, 0.25, 0.31, 0.33, 0.38, 0.27, 0.33, 0.31, 0.29, 0.34, 0.27, 0.17

(2)
The following is a DFT calculation (ωB97M-V/def2-TZVPD) of a structure of composition C26H16BrN6O2ReSe.

Geometry as XYZ:
```
53
C26H16BrN6O2ReSe, DFT ωB97M-V/def2-TZVPD
Re -0.262 -0.473 0.183
O -0.003 -0.087 2.097
C 1.087 -0.246 2.845
C 0.949 -0.121 4.229
C 2.041 -0.257 5.058
C 3.314 -0.514 4.539
C 3.465 -0.632 3.181
C 2.367 -0.506 2.305
C 2.640 -0.644 0.906
N 1.760 -0.620 -0.043
N 2.227 -0.788 -1.349
C 1.231 -0.832 -2.178
O -0.027 -0.711 -1.791
C 1.478 -1.010 -3.620
C 2.778 -0.976 -4.122
C 2.996 -1.145 -5.477
C 1.923 -1.353 -6.335
C 0.629 -1.391 -5.837
C 0.404 -1.217 -4.481
H -0.039 0.075 4.624
H 1.907 -0.164 6.128
H 4.164 -0.621 5.198
H 4.442 -0.833 2.758
H 3.670 -0.790 0.590
H 3.605 -0.819 -3.444
H 4.004 -1.118 -5.868
H 2.098 -1.489 -7.394
H -0.205 -1.558 -6.505
H -0.600 -1.248 -4.080
Se -5.239 5.403 -0.387
N -5.450 3.651 -0.221
C -4.254 3.124 -0.178
C -4.009 1.694 -0.025
C -5.031 0.749 0.092
C -4.699 -0.579 0.232
C -3.360 -0.949 0.260
N -2.376 -0.056 0.150
C -2.694 1.254 0.004
C -1.579 2.185 -0.132
N -0.340 1.648 -0.112
C 0.718 2.444 -0.246
C 0.591 3.819 -0.400
C -0.666 4.379 -0.419
C -1.782 3.551 -0.286
C -3.155 4.041 -0.305
N -3.470 5.302 -0.450
H -6.061 1.080 0.070
H -5.458 -1.342 0.324
H -3.054 -1.979 0.375
H 1.688 1.964 -0.237
H 1.479 4.424 -0.505
H -0.812 5.445 -0.537
Br -0.506 -2.883 0.549
```

Spin multiplicity   4
Highest occupied orbital energy (alpha / beta)   -10.722 / -10.942 eV
Total charge   +1

How is the electron density shared among the atoms? According to Mulliken, the charges in e are: 0.81, -0.49, 0.50, -0.53, -0.41, -0.75, -0.96, 0.72, 0.05, 0.84, -1.06, 0.64, -0.62, 0.46, -0.34, -0.67, -0.38, -0.67, -0.32, 0.45, 0.40, 0.41, 0.39, 0.41, 0.43, 0.40, 0.40, 0.41, 0.42, 0.33, -0.84, 0.89, 0.15, -0.43, -0.90, 0.04, -0.15, 0.63, -0.42, -0.22, -0.22, -0.95, -0.56, 0.19, 0.96, -0.83, 0.58, 0.45, 0.30, 0.47, 0.45, 0.58, -0.41

(3)
The following is a DFT calculation (ωB97M-V/def2-TZVPD) of a structure of composition C23H34As2N2O2S2SbTi.

Geometry as XYZ:
```
67
C23H34As2N2O2S2SbTi, DFT ωB97M-V/def2-TZVPD
Ti -0.079 -0.026 0.187
O -0.287 -2.426 -4.655
C -0.324 -1.113 -4.930
C -0.434 -0.634 -6.232
C -0.475 0.723 -6.474
C -0.409 1.644 -5.424
C -0.300 1.186 -4.137
C -0.254 -0.197 -3.859
C -0.133 -0.640 -2.498
O -0.117 0.364 -1.519
N -0.046 -1.845 -2.049
N 0.051 -1.835 -0.653
C 0.057 -3.042 -0.099
S 0.318 -3.145 1.606
C -0.334 -4.848 1.723
C 0.101 -5.560 0.456
S -0.192 -4.466 -0.976
H -0.331 -2.937 -5.474
H -0.488 -1.338 -7.054
H -0.560 1.075 -7.494
H -0.441 2.704 -5.628
H -0.245 1.892 -3.321
H -1.417 -4.802 1.827
H 0.099 -5.303 2.612
H -0.481 -6.467 0.296
H 1.159 -5.816 0.468
C 3.444 0.621 -0.865
As 2.484 0.292 0.781
C 3.436 -1.165 1.623
C 2.760 1.824 1.907
C 4.056 2.225 2.217
C 4.259 3.326 3.037
C 3.173 4.023 3.549
C 1.880 3.626 3.242
C 1.670 2.524 2.418
As -0.129 1.977 1.989
C -1.014 3.596 1.405
C -0.938 1.572 3.701
H 4.490 0.810 -0.629
H 3.020 1.488 -1.368
H 3.368 -0.256 -1.506
H 4.473 -0.857 1.750
H 3.396 -2.047 0.987
H 3.002 -1.382 2.597
H 4.914 1.692 1.825
H 5.266 3.639 3.276
H 3.334 4.880 4.189
H 1.046 4.185 3.650
H -0.904 4.354 2.179
H -2.072 3.401 1.243
H -0.557 3.952 0.484
H -0.801 2.428 4.361
H -0.455 0.701 4.142
H -2.004 1.384 3.579
C -3.458 -1.727 2.010
Sb -2.879 -0.273 0.585
C -3.609 -1.005 -1.261
C -4.124 1.385 0.998
H -4.546 -1.748 2.053
H -3.060 -1.483 2.993
H -3.091 -2.702 1.695
H -4.663 -1.253 -1.146
H -3.052 -1.892 -1.557
H -3.498 -0.235 -2.022
H -5.152 1.027 0.972
H -3.989 2.147 0.234
H -3.914 1.796 1.983
```

Highest occupied orbital energy   -15.781 eV
Total charge   +3

How is the electron density shared among the atoms? According to Mulliken, the charges in e are: 0.11, -0.46, 1.03, -0.83, -0.56, -0.94, -0.44, 0.07, 0.79, -0.37, -0.59, 0.56, -0.08, 0.02, -0.64, -0.67, 0.14, 0.37, 0.36, 0.44, 0.46, 0.43, 0.28, 0.46, 0.45, 0.36, -1.25, 1.12, -1.23, 0.40, -0.70, -0.80, -0.83, -0.69, 0.39, 0.76, -1.11, -1.12, 0.48, 0.38, 0.44, 0.47, 0.43, 0.40, 0.34, 0.44, 0.43, 0.30, 0.45, 0.29, 0.41, 0.45, 0.40, 0.34, -1.12, 0.78, -1.27, -1.26, 0.47, 0.41, 0.25, 0.50, 0.37, 0.39, 0.49, 0.44, 0.39

(4)
The following is a DFT calculation (ωB97M-V/def2-TZVPD) of a cluster of 2 separate species, C3H8N3O in total in a non-equilibrium geometry.

Geometry as XYZ:
```
15
C3H8N3O, DFT ωB97M-V/def2-TZVPD
C -0.440 -0.849 -0.274
C -1.849 -1.224 0.133
C -0.419 0.581 -0.030
N -2.513 0.037 0.181
N -1.807 1.018 0.115
N 0.439 1.549 -0.091
O 2.822 0.458 0.023
H 0.186 -1.368 0.482
H 0.039 -0.950 -1.332
H -2.545 -1.919 -0.322
H -1.882 -1.652 1.144
H 2.757 -0.480 0.358
H 1.369 1.210 -0.434
H 0.269 2.548 -0.251
H 3.576 1.040 0.299
```

Highest occupied orbital energy   -14.389 eV
Total charge   +1

How is the electron density shared among the atoms? According to Mulliken, the charges in e are: -0.10, -0.70, 0.50, -0.16, -0.24, -0.22, -0.68, 0.26, 0.38, 0.32, 0.32, 0.33, 0.35, 0.30, 0.33